No. 1
This record from OMol25 describes a 2-piece molecular cluster, C2H9BN2 overall in a non-equilibrium geometry. The level of theory is ωB97M-V with the def2-TZVPD basis set.

Atoms and positions in Å:
B -1.19893 -0.05950 0.04292
C 1.76235 0.57421 0.35724
C 1.00643 -0.60472 -0.16804
N -2.00560 -0.90712 0.82188
N -1.60068 0.95689 -0.80145
H 1.38222 1.53761 0.01664
H 1.76372 0.34201 1.41138
H 2.90049 0.44385 0.29178
H 0.94432 -0.81531 -1.29989
H 1.47693 -1.36659 0.32817
H -1.45339 -1.43387 1.45006
H -3.01012 -1.04632 0.87639
H -1.07869 1.39486 -1.46631
H -2.37547 1.54131 -0.45183

Forces on atoms 1 to 3 (eV/Å):
B 3.02 -2.26 -0.26
C 1.86 -0.59 -0.03
C -4.22 2.26 -2.87

Calculated values
* LUMO: 0.6 eV
* HOMO-LUMO gap: 0.310 Ha
* molecular weight: 71.920 Da
* total energy: -5876.0225 eV
* energy above the lowest of the compared OMol25 structures with the same formula, charge and spin: 56.3 kcal/mol
* F_max: 5.58 eV Å⁻¹
* HOMO: -7.87 eV

Calculated atomic charges, method Mulliken, unit e: number 1, B, carries 0.123; number 2, C, carries -0.821; number 3, C, carries -0.852; number 4, N, carries -0.375; number 5, N, carries -0.319; number 6, H, carries 0.268; number 7, H, carries 0.227; number 8, H, carries 0.307; number 9, H, carries 0.209; number 10, H, carries 0.404; number 11, H, carries 0.232; number 12, H, carries 0.200; number 13, H, carries 0.192; number 14, H, carries 0.205

No. 2
This record from OMol25 describes C2H9ClN2Si as an isolated structure in a non-equilibrium geometry. The level of theory is ωB97M-V with the def2-TZVPD basis set.

Atoms and positions in Å:
C 0.47571 1.27885 2.10932
C -0.30359 -2.02125 -1.63717
N 0.70198 1.45670 0.72522
N -0.04272 -1.42518 -0.39086
Si -0.38096 0.95843 -0.49737
Cl -2.39130 1.32857 -0.22265
H 0.92398 0.35239 2.48401
H 0.78969 2.10807 2.69633
H -0.61579 1.37758 2.23175
H -1.16972 -1.51258 -1.94320
H 0.30073 -1.83013 -2.44596
H -0.63334 -3.17088 -1.52818
H 1.68238 1.36998 0.44205
H 0.89158 -1.45589 0.00050
H -0.22863 1.18532 -2.02379

Forces on atoms 1 to 3 (eV/Å):
C -1.45 -0.18 0.79
C -2.15 -2.70 1.46
N 0.73 0.56 -2.52

Calculated values
* LUMO: 0.7 eV
* HOMO-LUMO gap: 0.314 Ha
* molecular weight: 124.647 Da
* total energy: -25599.6053 eV
* energy above the lowest of the compared OMol25 structures with the same formula, charge and spin: 20.0 kcal/mol
* F_max: 4.65 eV Å⁻¹
* HOMO: -7.88 eV

Calculated atomic charges, method Mulliken, unit e: number 1, C, carries -0.780; number 2, C, carries -0.717; number 3, N, carries -0.194; number 4, N, carries -0.593; number 5, Si, carries 0.516; number 6, Cl, carries -0.237; number 7, H, carries 0.268; number 8, H, carries 0.320; number 9, H, carries 0.260; number 10, H, carries 0.231; number 11, H, carries 0.341; number 12, H, carries 0.242; number 13, H, carries 0.259; number 14, H, carries 0.178; number 15, H, carries -0.093

No. 3
This record from OMol25 describes a 2-piece molecular cluster, C2H9N2 overall. The level of theory is ωB97M-V with the def2-TZVPD basis set.

Atoms and positions in Å:
N -0.67477 0.25498 1.98063
H -0.11746 0.53210 1.05497
H -0.46541 0.85243 2.77450
H -1.67062 0.27625 1.77322
H -0.41453 -0.70745 2.19115
C 0.18668 -1.21650 -1.67033
C 0.88332 -0.23773 -1.12244
N 0.28512 0.90101 -0.46037
H -0.87664 -1.12789 -1.82469
H 0.70148 -2.10526 -2.01434
H 1.96648 -0.22106 -1.13960
H -0.63081 1.06484 -0.87069
H 0.82715 1.73430 -0.67199

Forces on atoms 1 to 3 (eV/Å):
N 0.34 -0.47 -0.46
H -0.25 0.38 0.06
H 0.04 0.09 0.05

Calculated values
* LUMO: -3.7 eV
* charge: +1
* HOMO-LUMO gap: 0.361 Ha
* molecular weight: 61.108 Da
* total energy: -5193.3032 eV
* energy above the lowest of the compared OMol25 structures with the same formula, charge and spin: 15.0 kcal/mol
* F_max: 0.74 eV Å⁻¹
* HOMO: -13.50 eV

Calculated atomic charges, method Mulliken, unit e: number 1, N, carries -0.517; number 2, H, carries 0.452; number 3, H, carries 0.380; number 4, H, carries 0.371; number 5, H, carries 0.383; number 6, C, carries -0.724; number 7, C, carries 0.014; number 8, N, carries -0.721; number 9, H, carries 0.242; number 10, H, carries 0.254; number 11, H, carries 0.311; number 12, H, carries 0.297; number 13, H, carries 0.259

No. 4
This record from OMol25 describes C2H9N2 as an isolated structure in a non-equilibrium geometry. The level of theory is ωB97M-V with the def2-TZVPD basis set.

Atoms and positions in Å:
C -0.48778 0.08166 0.21129
C 0.87184 0.07985 -0.37533
N -1.18564 1.09401 0.61132
N 1.11495 -0.41982 1.10722
H -1.17863 -0.98032 -2.43996
H -1.06087 -0.85046 0.33766
H 1.32376 0.96943 -0.56346
H 1.00274 -0.65750 -1.18522
H -0.89788 2.05815 0.51822
H -1.99168 0.82788 1.25851
H 1.38385 -1.35568 1.29584
H -0.40790 -1.10276 -2.52740
H 1.51326 0.25556 1.75130

Forces on atoms 1 to 3 (eV/Å):
C 0.03 -1.31 -0.22
C -1.65 -3.72 2.58
N -1.89 0.16 1.70

Calculated values
* LUMO: -3.3 eV
* charge: +1
* HOMO-LUMO gap: 0.436 Ha
* molecular weight: 61.108 Da
* total energy: -5191.3931 eV
* energy above the lowest of the compared OMol25 structures with the same formula, charge and spin: 59.1 kcal/mol
* F_max: 4.82 eV Å⁻¹
* HOMO: -15.14 eV

Calculated atomic charges, method Mulliken, unit e: number 1, C, carries 0.093; number 2, C, carries -0.453; number 3, N, carries -0.306; number 4, N, carries -0.404; number 5, H, carries 0.085; number 6, H, carries 0.353; number 7, H, carries 0.334; number 8, H, carries 0.298; number 9, H, carries 0.262; number 10, H, carries 0.292; number 11, H, carries 0.228; number 12, H, carries -0.033; number 13, H, carries 0.249

No. 5
This record from OMol25 describes a 2-piece molecular cluster, C2H9N2 overall in a non-equilibrium geometry. The level of theory is ωB97M-V with the def2-TZVPD basis set.

Atoms and positions in Å:
C 0.51516 -1.22694 -0.82475
N -0.08885 -0.64693 0.33256
C -0.56523 -1.63214 -1.93335
N 0.18897 3.05763 2.12412
H 0.84169 -0.19315 -0.79295
H 1.30263 -1.97850 -0.83595
H -0.26456 3.70662 2.75212
H 0.00072 -1.20262 1.19160
H -0.41769 -1.16225 -2.90454
H -0.51565 -2.66303 -2.03808
H -0.06730 2.04267 2.35181
H 0.21952 3.31179 1.17092
H -1.49973 -1.58196 -1.54313

Forces on atoms 1 to 3 (eV/Å):
C -2.37 -1.96 2.02
N -0.80 -2.59 -2.82
C 2.21 2.29 -0.97

Calculated values
* LUMO: -9.5 eV
* charge: +1
* HOMO-LUMO gap: 0.108 Ha
* molecular weight: 61.108 Da
* total energy: -5187.0396 eV
* energy above the lowest of the compared OMol25 structures with the same formula, charge and spin: 159.4 kcal/mol
* F_max: 3.91 eV Å⁻¹
* HOMO: -12.39 eV

Calculated atomic charges, method Mulliken, unit e: number 1, C, carries -0.018; number 2, N, carries -0.130; number 3, C, carries -0.896; number 4, N, carries -0.589; number 5, H, carries 0.277; number 6, H, carries 0.366; number 7, H, carries 0.221; number 8, H, carries 0.323; number 9, H, carries 0.306; number 10, H, carries 0.373; number 11, H, carries 0.173; number 12, H, carries 0.199; number 13, H, carries 0.396

No. 6
This record from OMol25 describes a 2-piece molecular cluster, C2H9N2 overall. The level of theory is ωB97M-V with the def2-TZVPD basis set.

Atoms and positions in Å:
N -0.94853 -0.76452 1.05541
C -1.02881 -1.42717 -0.06841
N -0.63789 -0.97567 -1.23037
H -0.75448 0.23101 1.07908
H -1.09089 -1.22616 1.94068
H -1.45393 -2.42127 -0.03866
H -0.82401 -1.55026 -2.03403
H -0.20810 -0.06083 -1.32122
C 1.37936 1.63306 0.12658
H 1.54602 1.99783 1.13469
H 2.06401 2.12726 -0.55159
H 0.36082 1.87222 -0.17911
H 1.59644 0.56453 0.08697

Forces on atoms 1 to 3 (eV/Å):
N -0.04 0.30 0.04
C 0.07 -0.02 0.12
N -0.28 0.09 0.38

Calculated values
* LUMO: -3.9 eV
* charge: +1
* HOMO-LUMO gap: 0.461 Ha
* molecular weight: 61.108 Da
* total energy: -5193.9421 eV
* energy above the lowest of the compared OMol25 structures with the same formula, charge and spin: 0.3 kcal/mol
* F_max: 0.48 eV Å⁻¹
* HOMO: -16.44 eV

Calculated atomic charges, method Mulliken, unit e: number 1, N, carries -0.268; number 2, C, carries 0.225; number 3, N, carries -0.239; number 4, H, carries 0.228; number 5, H, carries 0.252; number 6, H, carries 0.343; number 7, H, carries 0.255; number 8, H, carries 0.215; number 9, C, carries -1.088; number 10, H, carries 0.302; number 11, H, carries 0.294; number 12, H, carries 0.205; number 13, H, carries 0.275

No. 7
This record from OMol25 describes a 2-piece molecular cluster, C2H9N2 overall in a non-equilibrium geometry. The level of theory is ωB97M-V with the def2-TZVPD basis set.

Atoms and positions in Å:
C -1.03015 0.17090 -0.16040
N -0.45607 0.98402 1.02322
C -0.67534 -1.16556 -0.21474
N 1.88386 -0.08277 -0.62274
H -1.09788 0.87086 -1.00090
H -2.07972 0.53423 0.47801
H -0.34835 0.59987 1.95196
H -0.83293 1.91255 1.19823
H -0.64233 -1.57244 -1.22848
H -0.33956 -1.86184 0.56375
H 2.44927 -0.13202 0.20613
H 2.28699 -0.15020 -1.54583
H 0.88220 -0.10760 -0.64822

Forces on atoms 1 to 3 (eV/Å):
C -1.43 2.77 3.90
N -0.15 0.46 -0.25
C -0.10 -0.37 -1.41

Calculated values
* LUMO: -7.2 eV
* charge: +1
* HOMO-LUMO gap: 0.235 Ha
* molecular weight: 61.108 Da
* total energy: -5188.5092 eV
* energy above the lowest of the compared OMol25 structures with the same formula, charge and spin: 125.6 kcal/mol
* F_max: 4.99 eV Å⁻¹
* HOMO: -13.60 eV

Calculated atomic charges, method Mulliken, unit e: number 1, C, carries -0.275; number 2, N, carries -0.465; number 3, C, carries -0.365; number 4, N, carries -0.473; number 5, H, carries 0.384; number 6, H, carries 0.389; number 7, H, carries 0.260; number 8, H, carries 0.291; number 9, H, carries 0.340; number 10, H, carries 0.310; number 11, H, carries 0.189; number 12, H, carries 0.221; number 13, H, carries 0.194

No. 8
This record from OMol25 describes a 2-piece molecular cluster, C2H9N2O overall in a non-equilibrium geometry. The level of theory is ωB97M-V with the def2-TZVPD basis set.

Atoms and positions in Å:
C -0.67583 1.15222 2.16457
O -0.30956 0.89026 0.89521
H -1.26373 0.31337 2.63736
H 0.12194 1.34711 2.91315
H -1.37639 2.00702 2.31089
N 1.07309 -1.08512 -0.24199
C 0.87540 -0.64146 -1.63253
N -0.47019 -0.31779 -2.02935
H 0.64685 -0.25551 0.27069
H 0.38564 -1.81043 -0.04674
H 1.47381 0.26512 -1.70708
H 1.38948 -1.32171 -2.31076
H -1.14661 -1.02616 -1.77231
H -0.72387 0.48308 -1.45111

Forces on atoms 1 to 3 (eV/Å):
C -0.76 -0.52 0.42
O -0.01 0.55 -0.22
H 0.13 -0.01 0.02

Calculated values
* LUMO: 4.6 eV
* charge: -1
* HOMO-LUMO gap: 0.275 Ha
* molecular weight: 77.107 Da
* total energy: -7247.1638 eV
* energy above the lowest of the compared OMol25 structures with the same formula, charge and spin: 10.2 kcal/mol
* F_max: 1.45 eV Å⁻¹
* HOMO: -2.84 eV

Calculated atomic charges, method Mulliken, unit e: number 1, C, carries -0.765; number 2, O, carries -0.800; number 3, H, carries 0.194; number 4, H, carries 0.210; number 5, H, carries 0.178; number 6, N, carries -0.814; number 7, C, carries -0.464; number 8, N, carries -0.712; number 9, H, carries 0.541; number 10, H, carries 0.203; number 11, H, carries 0.320; number 12, H, carries 0.298; number 13, H, carries 0.240; number 14, H, carries 0.371

No. 9
This record from OMol25 describes a 2-piece molecular cluster, C2H9N2O overall in a non-equilibrium geometry. The level of theory is ωB97M-V with the def2-TZVPD basis set.

Atoms and positions in Å:
C 2.03492 1.42050 0.22578
O 0.80115 1.00222 0.62881
H 2.75411 1.55209 1.05796
H 2.51906 0.73164 -0.49370
H 2.03249 2.39552 -0.33590
N -1.30552 -0.15589 -1.24815
C -1.21730 -1.30826 -0.36007
N -1.23649 -0.92414 1.03130
H -2.11396 0.38388 -0.92543
H -0.51596 0.44058 -0.96786
H -2.03793 -1.99992 -0.63433
H -0.31370 -1.82688 -0.67748
H -0.78272 -1.61076 1.62022
H -0.61814 -0.10058 1.07885

Forces on atoms 1 to 3 (eV/Å):
C -0.66 0.07 -0.16
O 0.04 0.14 -0.22
H 0.22 0.07 0.09

Calculated values
* LUMO: 4.6 eV
* charge: -1
* HOMO-LUMO gap: 0.268 Ha
* molecular weight: 77.107 Da
* total energy: -7247.2634 eV
* energy above the lowest of the compared OMol25 structures with the same formula, charge and spin: 7.9 kcal/mol
* F_max: 1.15 eV Å⁻¹
* HOMO: -2.72 eV

Calculated atomic charges, method Mulliken, unit e: number 1, C, carries -0.735; number 2, O, carries -0.869; number 3, H, carries 0.206; number 4, H, carries 0.195; number 5, H, carries 0.184; number 6, N, carries -0.808; number 7, C, carries -0.271; number 8, N, carries -0.810; number 9, H, carries 0.253; number 10, H, carries 0.371; number 11, H, carries 0.337; number 12, H, carries 0.263; number 13, H, carries 0.225; number 14, H, carries 0.459